Entry 1:
An isolated molecule of C2H4NP at a distorted geometry, computed with ωB97M-V/def2-TZVPD.

Element x y z (Å)
1 C 0.611 -1.291 -0.144
2 C -0.367 -0.429 -0.386
3 N -0.403 0.814 0.254
4 P 0.263 2.248 0.241
5 H 0.522 -2.412 -0.456
6 H 1.549 -1.112 0.428
7 H -1.287 -0.548 -0.913
8 H -0.887 2.730 0.975

As for the HOMO energy: -8.33 eV. The electronic energy comes out at -474.61998 Eh. As for the structure (SMILES): [H]/P=N/C=C. For the energy relative to the best compared isomer or geometry (same formula, charge and spin), the calculation gives 141.0 kJ/mol. As for the charge: 0. The max |F| comes out at 3.49 eV Å⁻¹. As for the spin multiplicity: 1.

Entry 2:
An isolated molecule of C6H10N4OS, computed with ωB97M-V/def2-TZVPD.

Element x y z (Å)
1 C 0.217 -0.126 -0.257
2 C 1.072 1.002 -0.347
3 C 1.055 -1.225 -0.150
4 C -2.012 0.478 0.573
5 C 0.678 2.427 -0.493
6 C 0.751 -2.674 -0.069
7 N 2.330 0.610 -0.278
8 N 2.307 -0.720 -0.167
9 N -1.396 1.106 1.611
10 N -1.180 -0.151 -0.311
11 O -3.223 0.475 0.422
12 S -1.947 -0.970 -1.650
13 H 0.563 2.901 0.482
14 H 1.447 2.961 -1.044
15 H -0.270 2.498 -1.020
16 H 0.687 -3.102 -1.069
17 H 1.525 -3.199 0.487
18 H -0.209 -2.825 0.419
19 H 3.174 -1.232 -0.130
20 H -0.434 0.907 1.826
21 H -1.993 1.437 2.349
22 H -3.143 -0.578 -1.185

As for the HOMO energy: -8.24 eV. The electronic energy comes out at -927.09634 Eh. As for the structure (SMILES): Cc1n[nH]c(C)c1N(S)C(N)=O. For the energy relative to the best compared isomer or geometry (same formula, charge and spin), the calculation gives 0.0 kJ/mol. As for the charge: 0. The max |F| comes out at 0.82 eV Å⁻¹. As for the spin multiplicity: 1.

Entry 3:
An isolated molecule of C3H5F2N at a distorted geometry, computed with ωB97M-V/def2-TZVPD.

Element x y z (Å)
1 C 0.472 -0.418 -0.494
2 C -0.998 -0.204 -0.464
3 C 1.434 0.709 0.614
4 N 0.915 -1.388 -1.100
5 F -1.413 0.938 0.186
6 F 0.881 0.418 1.819
7 H -1.251 -1.008 0.213
8 H -1.496 -0.387 -1.400
9 H 1.256 1.764 0.166
10 H 2.529 0.512 0.624
11 H 1.918 -1.568 -1.303

As for the HOMO energy: -9.27 eV. The electronic energy comes out at -371.71331 Eh. As for the structure (SMILES): N=C(CF)CF. For the energy relative to the best compared isomer or geometry (same formula, charge and spin), the calculation gives 144.6 kJ/mol. As for the charge: 0. The max |F| comes out at 5.08 eV Å⁻¹. As for the spin multiplicity: 1.

Repeat the first record exactly.
An isolated molecule of C2H4NP at a distorted geometry, computed with ωB97M-V/def2-TZVPD.

Element x y z (Å)
1 C 0.611 -1.291 -0.144
2 C -0.367 -0.429 -0.386
3 N -0.403 0.814 0.254
4 P 0.263 2.248 0.241
5 H 0.522 -2.412 -0.456
6 H 1.549 -1.112 0.428
7 H -1.287 -0.548 -0.913
8 H -0.887 2.730 0.975

As for the HOMO energy: -8.33 eV. The electronic energy comes out at -474.61998 Eh. As for the structure (SMILES): [H]/P=N/C=C. For the energy relative to the best compared isomer or geometry (same formula, charge and spin), the calculation gives 141.0 kJ/mol. As for the charge: 0. The max |F| comes out at 3.49 eV Å⁻¹. As for the spin multiplicity: 1.

Which value of energy relative to the best compared isomer or geometry (same formula, charge and spin) does entry 1 give?
141.0 kJ/mol